[1]
C9H12NS4Sc | wB97M-V/def2-TZVPD

Computed properties:
ΔE to the lowest compared entry with this formula, charge and spin: 0.0 kJ/mol
LUMO level: 0.002 hartree
E_HOMO: -0.2947 Ha
DFT total energy: -75060.4150 eV
Kohn-Sham gap: 8.06 eV

Structure (XYZ):
```
27
C9H12NS4Sc wB97M-V/def2-TZVPD
Sc -1.5260 1.0082 -0.2815
C -0.7930 -1.1871 -1.4546
N -1.0507 -1.2946 0.0096
C -2.0649 -2.2841 0.3309
C 0.2330 -1.4889 0.6977
C 1.1345 -0.3081 0.5066
C 2.5797 -0.4105 0.7172
C 3.3296 0.7175 0.5887
C 2.7727 1.9803 0.4768
C 1.4176 2.0360 0.1897
C 0.5420 0.8977 0.2452
H 0.0585 -1.8663 -1.6408
H -0.5402 -0.1568 -1.8023
H -1.6772 -1.4614 -2.0061
H -1.8045 -3.2503 -0.1560
H -3.0209 -1.9198 0.0072
H -2.0762 -2.4271 1.4599
H 0.7301 -2.4431 0.3672
H 0.0146 -1.5009 1.7782
H 2.9512 -1.4491 0.8287
H 4.3894 0.5685 0.7223
H 3.4075 2.8403 0.4545
H 1.0452 3.0024 -0.1506
S -1.3722 2.5198 -2.2116
S -1.6000 3.6280 -0.5122
S -3.4884 3.0761 0.0827
S -3.5912 1.1733 0.7526
```


[2]
C34H52F18HfO20P3 | wB97M-V/def2-TZVPD

Computed properties:
LUMO level: -0.208 hartree
Net charge: +1
E_HOMO: -0.4007 Ha
DFT total energy: -155142.2546 eV
Kohn-Sham gap: 5.24 eV

Structure (XYZ):
```
128
C34H52F18HfO20P3 wB97M-V/def2-TZVPD
Hf 1.7312 -1.8175 1.5697
P 2.9012 1.8520 1.9363
F 2.4632 0.2289 2.1613
F 2.3247 2.2160 3.3882
F 4.3810 1.3971 2.4952
F 3.5473 3.3097 1.6722
F 3.4146 1.3538 0.4973
F 1.4215 2.2255 1.4094
P 2.1743 -5.0628 -0.5489
F 1.5661 -5.8233 0.6896
F 3.6520 -5.4187 0.0320
F 2.1873 -6.4342 -1.4112
F 2.9376 -4.1936 -1.6968
F 0.7875 -4.6354 -1.2463
F 2.1230 -3.6532 0.3559
P -0.1637 -0.9264 -0.9617
F -1.5490 -0.2117 -0.6246
F 0.4922 -0.0240 0.2535
F -0.4255 -1.9330 0.4029
F 1.2605 -1.6941 -0.8514
F -0.7925 -2.0442 -1.9003
F 0.2553 0.1155 -2.0595
C 2.3650 -0.9952 4.8524
O 1.7794 -1.8784 3.8690
C 1.1520 -2.9705 4.5537
C -0.0272 -3.4084 3.7245
O 0.2646 -3.4435 2.2907
C -0.7596 -4.2297 1.6454
H 1.5924 -0.5082 5.4538
H 3.0208 -0.2504 4.4124
H 2.8867 -1.5005 5.6695
H 0.8891 -2.9235 5.6097
H 1.9505 -3.7224 4.5715
H -0.8909 -2.7457 3.7411
H -0.4176 -4.3356 4.1478
H -1.7598 -3.7922 1.6750
H -0.8142 -5.1962 2.1417
H -0.4786 -4.3479 0.6037
C 5.3069 2.4370 -1.4802
O 4.2832 1.6997 -2.1526
C 2.9847 2.2601 -2.0820
C 2.7603 3.0461 -3.3705
O 3.1135 4.4280 -3.2173
C 2.1156 5.1647 -2.5414
H 5.2448 3.4590 -1.8608
H 6.3373 2.1181 -1.6362
H 5.1642 2.4212 -0.3979
H 2.9766 2.9469 -1.2302
H 2.1646 1.5642 -1.9000
H 1.7119 2.9371 -3.6775
H 3.3459 2.7504 -4.2391
H 2.4185 6.2052 -2.4070
H 2.0808 4.9069 -1.4736
H 1.1080 5.1261 -2.9568
C -4.1465 3.1620 -7.1780
O -3.1438 2.3415 -6.5913
C -3.5648 1.8399 -5.3351
C -2.5076 0.8765 -4.8032
O -2.2002 -0.1959 -5.6191
C -1.5326 -1.1961 -4.8850
H -4.6995 3.7530 -6.4419
H -4.9299 2.5048 -7.5746
H -3.7110 3.7388 -7.9875
H -4.4798 1.2471 -5.4668
H -3.7716 2.6637 -4.6462
H -3.0139 0.6076 -3.8619
H -1.6836 1.5276 -4.4812
H -1.2380 -2.0624 -5.4806
H -2.1462 -1.7083 -4.1367
H -0.6123 -0.8782 -4.3896
C -4.2863 -1.7902 1.1353
O -3.9393 -3.0071 1.7703
C -4.3058 -3.1017 3.1423
C -4.4432 -4.5687 3.5515
O -3.2052 -5.2055 3.7375
C -3.1835 -6.3663 4.5300
H -3.5890 -1.6354 0.3124
H -4.0652 -0.9496 1.8050
H -5.3339 -1.7818 0.8346
H -5.2683 -2.6180 3.3262
H -3.5891 -2.6388 3.8314
H -5.0832 -5.0965 2.8416
H -5.0605 -4.4192 4.4472
H -3.1095 -6.1154 5.5917
H -2.4719 -7.0760 4.1123
H -4.1325 -6.9164 4.4891
C -2.1707 1.3930 4.9565
C -1.4989 0.3373 4.4667
C -0.9110 0.2820 3.0877
O -0.1761 -0.6014 2.6554
C -1.3333 1.4062 2.3107
C -1.9468 2.5074 2.8026
C -2.4002 2.6424 4.1808
O -2.9623 3.6420 4.5615
O -2.2947 3.4967 1.9761
O -1.4665 -0.8610 5.1277
H -2.5495 1.2262 5.9570
H -1.1145 1.4919 1.2569
H -2.8295 4.1557 2.4514
H -1.6742 -0.7506 6.0644
C 5.6791 -0.8108 -0.5751
C 6.6752 -0.8326 -1.4890
C 6.5926 -1.3383 -2.8666
O 7.4905 -1.5728 -3.6389
C 5.1730 -1.4121 -3.2683
C 4.1785 -1.4042 -2.3604
C 4.3357 -1.2224 -0.8972
O 3.5738 -1.4680 0.0541
O 2.8831 -1.5020 -2.7326
O 7.8923 -0.4505 -1.0677
H 5.8483 -0.3374 0.3823
H 4.8688 -1.6223 -4.2847
H 2.8265 -1.3479 -3.6851
H 8.5867 -0.9178 -1.5584
C -4.1776 4.3025 -1.0388
C -3.8561 5.5970 -0.8555
C -2.4636 6.0743 -0.8054
O -2.1411 7.1573 -0.3622
C -1.4674 5.0208 -1.0345
C -1.7569 3.7182 -1.0195
C -3.1461 3.2213 -1.1079
O -3.5689 2.0858 -1.1607
O -0.8138 2.7484 -1.1685
O -4.8215 6.4970 -0.5530
H -5.1864 3.9190 -1.0860
H -0.4126 5.2647 -1.0065
H -1.1888 1.9385 -0.7931
H -4.3863 7.3425 -0.3578
```